# 1
72
Properties=species:S:1:pos:R:3:forces:R:3:lowdin_charge:R:1 method="wB97M-V/def2-TZVPD" e_tot_ha=-3544.32370 gap_ev="6.204 / 6.202" e_above_lowest_ev=0.427 homo_ev="-7.16 / -7.16" lumo_ha="-0.035 / -0.035"
Pd -0.690 -0.148 -0.208 -0.7 -0.8 0.4 0.511
I 3.604 -2.810 -2.093 0.0 0.0 -0.1 0.895
C 2.449 -3.033 -0.385 0.1 -0.2 0.1 -0.662
C 2.673 -4.128 0.466 0.0 0.1 0.0 -0.233
C 1.964 -4.297 1.625 -0.1 0.1 -0.1 -0.687
I 2.390 -5.937 2.834 0.0 -0.1 0.1 0.902
C 0.958 -3.359 1.977 0.0 -0.1 0.1 -0.203
C 0.164 -3.408 3.145 0.0 0.0 0.0 -0.028
C -0.770 -2.442 3.384 0.0 0.1 0.0 -0.030
C -0.962 -1.425 2.439 0.0 0.0 0.1 -0.141
N -0.251 -1.369 1.342 0.1 -0.3 -0.2 -0.067
C 0.726 -2.288 1.095 0.0 0.1 0.0 -0.138
C 1.495 -2.062 -0.104 -0.1 0.1 0.2 -0.484
O 1.277 -1.008 -0.799 0.2 0.4 -0.3 -0.215
H 3.437 -4.845 0.197 0.0 0.0 0.0 0.074
H 0.312 -4.215 3.850 0.0 0.0 0.0 0.063
H -1.377 -2.455 4.278 0.0 0.0 0.0 0.110
H -1.705 -0.651 2.580 0.0 -0.1 0.0 0.118
C -5.884 -0.579 -3.856 0.0 0.0 0.0 -0.042
C -5.320 0.614 -3.114 0.0 0.1 0.1 -0.420
C -4.638 1.628 -4.011 0.0 0.0 0.0 -0.056
O -4.450 0.174 -2.029 0.0 -0.2 -0.1 -0.295
P -2.952 -0.316 -2.064 -0.1 0.3 -0.4 -0.122
S -2.663 -1.564 -0.552 0.2 0.5 0.3 0.419
S -1.651 1.205 -1.880 0.4 -0.2 0.0 0.337
O -2.847 -0.964 -3.493 -0.2 -0.3 -0.1 -0.316
C -1.793 -1.722 -4.180 0.0 0.1 0.0 -0.413
C -0.558 -2.002 -3.354 0.1 0.0 0.0 -0.085
C -2.456 -2.983 -4.685 0.0 0.0 0.0 -0.042
H -6.680 -0.244 -4.523 0.0 0.0 0.0 0.088
H -6.303 -1.302 -3.157 0.0 0.0 0.0 0.089
H -5.116 -1.069 -4.451 0.0 0.0 0.0 0.066
H -6.124 1.109 -2.569 0.0 0.0 0.0 0.141
H -3.855 1.165 -4.610 0.0 0.0 0.0 0.078
H -4.200 2.435 -3.423 0.0 0.0 0.0 0.077
H -5.378 2.060 -4.686 0.0 0.0 0.0 0.088
H -1.523 -1.076 -5.018 0.0 0.0 0.0 0.145
H -0.752 -2.715 -2.554 0.0 0.0 0.0 0.070
H -0.122 -1.106 -2.916 0.0 0.0 0.0 0.038
H 0.194 -2.432 -4.019 0.0 0.0 0.0 0.090
H -2.796 -3.588 -3.842 0.0 0.0 0.0 0.091
H -1.740 -3.568 -5.263 0.0 0.0 0.0 0.088
H -3.311 -2.755 -5.321 0.0 0.0 0.0 0.077
C 1.853 2.376 4.985 0.0 0.0 0.0 -0.100
N 1.964 2.902 3.636 0.0 0.1 0.0 -0.317
C 2.100 4.341 3.552 0.0 0.0 0.0 -0.123
P 2.041 1.871 2.350 -0.1 -0.1 0.1 0.511
O 1.416 0.562 2.656 0.0 0.1 0.0 -0.266
N 1.266 2.744 1.141 -0.1 -0.2 -0.1 -0.289
C 1.674 2.493 -0.240 0.0 0.1 0.0 -0.111
C -0.186 2.728 1.291 0.1 -0.1 0.0 -0.126
N 3.608 1.728 1.842 0.1 -0.1 0.0 -0.305
C 4.735 2.389 2.465 0.0 0.0 0.0 -0.098
C 3.968 0.551 1.056 0.0 0.0 0.0 -0.098
H 2.759 2.582 5.566 0.0 0.0 0.0 0.082
H 1.689 1.303 4.949 0.0 0.0 0.0 0.070
H 1.007 2.843 5.499 0.0 0.0 0.0 0.083
H 2.967 4.689 4.124 0.0 0.0 0.0 0.077
H 1.212 4.835 3.961 0.0 0.0 0.0 0.083
H 2.212 4.652 2.516 0.0 0.0 0.0 0.078
H 2.746 2.640 -0.344 0.0 0.0 0.0 0.077
H 1.160 3.204 -0.889 0.0 0.0 0.0 0.085
H 1.434 1.477 -0.583 0.0 0.0 0.0 0.049
H -0.468 2.963 2.316 0.0 0.0 0.0 0.083
H -0.611 1.731 1.050 0.0 0.1 0.1 0.027
H -0.644 3.451 0.615 0.0 0.0 0.0 0.084
H 4.410 3.223 3.081 0.0 0.0 0.0 0.058
H 5.418 2.778 1.704 0.0 0.0 0.0 0.085
H 5.298 1.693 3.098 0.0 0.0 0.0 0.087
H 3.080 0.057 0.667 0.0 0.0 0.0 0.054
H 4.517 -0.170 1.671 0.0 0.0 0.0 0.092
H 4.600 0.840 0.211 0.0 0.0 0.0 0.089

***

# 2
15
Properties=species:S:1:pos:R:3:forces:R:3:lowdin_charge:R:1 method="wB97M-V/def2-TZVPD" e_tot_ha=-341.78666 gap_ev=8.838 e_above_lowest_ev=5.904 homo_ev=-7.94 lumo_ha=0.033
C -1.148 -0.204 0.221 3.4 0.6 0.4 -0.184
C -1.356 1.221 -0.281 1.9 -1.4 2.7 -0.192
C 0.932 -0.105 0.482 -4.1 2.3 -2.9 -0.226
C 1.399 -1.050 -0.524 2.5 -0.7 -0.4 -0.090
N -1.940 -1.131 0.146 -1.8 -0.8 0.9 0.123
N 1.045 1.281 0.231 -0.4 -0.6 -1.0 0.006
O -0.114 1.787 -0.575 1.0 0.4 -0.1 -0.136
H -1.871 1.057 -1.161 -1.4 0.4 -1.9 0.103
H -1.885 1.722 0.543 -0.2 0.2 -0.5 0.131
H 1.082 -0.386 1.430 0.6 -0.7 3.6 0.072
H 2.038 -0.701 -1.336 -0.8 0.9 -0.3 0.090
H 0.553 -1.570 -0.851 -0.7 -1.4 -1.0 0.043
H 2.166 -1.710 -0.108 -0.6 -0.5 0.5 0.079
H -1.960 -2.003 0.700 1.0 0.6 -0.8 0.084
H 1.059 1.792 1.083 -0.4 0.6 0.7 0.098

***

# 3
35
Properties=species:S:1:pos:R:3:forces:R:3:lowdin_charge:R:1 method="wB97M-V/def2-TZVPD" charge=+1 e_tot_ha=-786.39742 gap_ev=8.395 e_above_lowest_ev=0.000 homo_ev=-13.23 lumo_ha=-0.178
C 2.602 -2.116 0.342 0.1 0.3 0.1 -0.082
C 2.612 -0.709 -0.280 0.1 -0.2 0.2 -0.230
C 2.019 0.375 0.638 -0.1 -0.1 -0.4 -0.144
C 1.196 1.441 -0.118 0.1 -0.1 0.1 -0.292
C 0.961 2.705 0.722 0.2 0.2 -0.1 -0.031
C -0.063 0.833 -0.684 0.0 0.0 -0.2 -0.093
N -0.094 0.732 -2.032 -0.1 0.0 0.1 0.157
C -1.099 0.207 -2.749 -0.1 0.0 0.0 0.003
C -2.193 -0.284 -2.095 0.1 0.1 0.1 0.042
C -2.231 -0.205 -0.698 0.1 0.0 -0.3 -0.015
C -3.459 -0.731 0.018 0.1 -0.2 0.1 -0.468
O -4.113 -0.040 0.730 0.0 0.0 0.1 0.199
O -3.690 -2.054 -0.131 -0.4 0.3 -0.1 0.153
C -1.170 0.360 0.027 -0.2 0.0 0.0 -0.058
C -1.228 0.392 1.530 -0.2 -0.1 -0.1 -0.060
C -1.006 -0.994 2.144 0.0 -0.1 0.0 -0.245
O -1.087 -1.195 3.316 0.0 0.1 0.1 0.117
H 1.767 -2.240 1.035 -0.1 -0.1 -0.1 0.058
H 2.553 -2.890 -0.420 0.0 0.0 0.0 0.076
H 3.510 -2.270 0.926 0.0 -0.1 0.0 0.082
H 3.649 -0.447 -0.495 -0.1 0.1 -0.2 0.113
H 2.102 -0.737 -1.248 -0.1 0.0 0.0 0.092
H 2.823 0.899 1.153 -0.1 0.0 0.2 0.133
H 1.381 -0.100 1.387 0.1 0.1 0.1 0.099
H 1.799 1.741 -0.982 0.0 0.0 0.0 0.141
H 0.822 2.492 1.780 -0.1 0.0 0.0 0.082
H 0.136 3.313 0.351 -0.1 -0.1 0.1 0.097
H 1.859 3.322 0.655 0.0 0.0 0.0 0.096
H 0.713 1.079 -2.536 0.0 0.0 0.0 0.180
H -0.994 0.198 -3.825 0.1 0.0 0.0 0.151
H -3.001 -0.704 -2.678 -0.1 0.0 0.1 0.141
H -3.559 -2.355 -1.039 0.3 -0.2 0.1 0.125
H -2.221 0.704 1.856 0.0 0.1 0.0 0.137
H -0.524 1.092 1.965 0.0 -0.1 0.0 0.108
H -0.772 -1.816 1.435 0.0 0.0 0.0 0.135

***

# 4
112
Properties=species:S:1:pos:R:3:forces:R:3:lowdin_charge:R:1 method="wB97M-V/def2-TZVPD" e_tot_ha=-17306.73798 gap_ev="5.853 / 5.219" s_squared=8.820 e_above_lowest_ev=0.000 multiplicity=6 homo_ev="-8.13 / -8.81" lumo_ha="-0.084 / -0.132"
Ir -1.843 -2.820 -2.985 -1.1 0.4 1.6 0.730
C 0.585 -0.128 -4.003 -1.0 0.0 -0.7 -0.053
C -0.140 0.807 -3.101 0.3 2.5 0.9 -0.221
C 0.704 1.908 -2.707 -1.6 -0.8 -0.6 -0.051
C 0.223 3.019 -2.092 -1.6 1.3 1.5 -0.052
C -1.170 3.085 -1.757 0.9 -0.2 -0.5 -0.051
C -1.993 2.027 -2.060 -0.6 -0.4 -0.2 -0.093
C -1.493 0.851 -2.676 1.4 -0.4 -0.3 -0.278
P -2.556 -0.625 -2.651 -0.8 -0.4 1.2 0.987
C -3.420 -0.457 -0.967 0.9 -0.4 -1.1 -0.331
C -2.506 -0.324 0.092 -2.4 -0.4 1.1 -0.106
C -2.975 -0.190 1.408 0.1 0.8 -0.5 -0.027
C -4.350 -0.013 1.605 0.8 -0.3 0.7 -0.044
C -5.198 -0.372 0.576 -1.7 -0.5 0.3 -0.027
C -4.791 -0.628 -0.730 0.9 1.0 0.2 -0.310
C -5.727 -0.971 -1.829 -1.6 -1.0 0.7 -0.055
C -3.581 -0.550 -4.106 -1.4 0.5 -2.2 -0.327
C -4.303 0.619 -4.439 0.2 -0.4 -0.8 -0.079
C -5.006 0.716 -5.666 -0.5 -0.1 0.8 -0.061
C -5.098 -0.387 -6.518 1.3 0.1 2.0 -0.052
C -4.219 -1.471 -6.272 -0.6 -0.3 -1.0 -0.029
C -3.484 -1.629 -5.095 -0.6 3.4 0.5 -0.284
C -2.328 -2.492 -4.917 2.2 -0.3 -0.4 -0.356
H 0.266 -0.054 -5.078 0.3 0.0 1.0 0.118
H 0.417 -1.103 -3.652 -0.3 -1.7 0.1 0.007
H 1.639 0.035 -3.905 0.6 0.2 -0.3 0.073
H 1.722 1.845 -2.984 0.9 0.0 -0.2 0.090
H 0.834 3.894 -1.785 -0.2 -0.9 -0.4 0.120
H -1.588 3.947 -1.250 0.1 0.0 -0.1 0.109
H -3.091 2.092 -1.897 1.0 -0.1 0.4 0.120
H -1.498 -0.478 -0.065 2.2 0.1 -0.4 0.077
H -2.316 -0.160 2.285 -0.2 0.1 -0.6 0.097
H -4.725 0.296 2.599 0.2 -0.5 -1.1 0.064
H -6.250 -0.590 0.874 0.7 0.6 -0.5 0.135
H -5.379 -1.918 -2.235 0.2 0.0 -0.7 0.048
H -5.814 -0.183 -2.606 -0.2 -0.7 0.6 0.078
H -6.720 -1.298 -1.372 1.0 1.0 -0.7 0.112
H -4.328 1.499 -3.782 0.1 -0.5 -0.2 0.111
H -5.564 1.644 -5.865 0.2 -0.6 0.1 0.114
H -5.841 -0.432 -7.280 0.1 0.1 -0.8 0.100
H -4.110 -2.127 -7.159 0.0 -0.2 1.1 0.126
H -1.373 -1.964 -5.296 -1.3 -0.6 0.3 0.096
H -2.349 -3.486 -5.378 -0.3 0.3 -0.3 -0.093
Se -2.496 -8.632 -2.640 0.3 0.2 0.6 0.547
Sb -3.140 -5.903 -2.960 2.1 -0.6 0.2 0.070
Se -5.501 -5.799 -2.751 -1.4 0.2 -0.1 0.125
Se -2.105 -5.787 -5.424 -0.3 -0.4 0.2 0.144
Se -3.062 -3.928 -1.100 0.2 0.4 -0.6 0.103
Br 2.915 -3.087 -0.243 0.3 -0.2 0.2 0.861
C 2.084 -3.443 -1.870 1.1 0.3 -1.5 -0.678
C 2.813 -3.456 -3.096 -1.9 -0.8 -0.4 -0.034
C 2.105 -3.583 -4.346 1.7 0.1 1.9 -0.002
C 0.731 -3.583 -4.260 0.1 -0.1 0.9 -0.169
N 0.066 -3.541 -3.089 1.3 -0.6 0.9 -0.157
C 0.724 -3.550 -1.883 -1.3 0.3 -0.5 -0.170
H 3.881 -3.497 -3.023 0.4 0.3 -0.2 0.101
H 2.667 -3.668 -5.297 -0.6 0.1 0.7 0.130
H 0.088 -3.611 -5.098 -0.3 -0.1 -0.9 0.061
H 0.128 -3.556 -0.930 0.5 0.0 -1.3 0.109
F 6.285 -1.387 7.090 -1.0 -1.0 -1.6 0.081
C 5.808 -2.152 6.019 1.7 -0.4 0.5 -0.455
F 6.964 -2.787 5.531 -1.7 0.9 0.3 0.076
F 5.047 -3.150 6.541 0.5 1.2 -0.6 0.126
C 5.092 -1.294 4.951 0.7 1.0 -0.3 -0.086
C 4.154 -1.868 4.070 0.4 -0.6 0.2 -0.011
C 3.490 -1.128 3.100 0.6 1.3 0.8 -0.057
C 3.617 0.261 3.207 0.4 0.1 0.0 -0.267
C 4.509 0.886 4.090 1.3 -2.0 0.5 -0.034
C 5.445 0.104 4.833 -1.9 -1.5 0.0 0.042
P 2.657 1.254 2.059 -0.1 1.4 0.6 0.723
C 3.758 2.502 1.325 0.3 -0.1 -0.3 -0.254
C 4.019 2.376 -0.058 0.0 0.9 0.5 -0.043
C 4.896 3.244 -0.717 1.0 -0.5 0.8 0.001
C 5.686 4.082 0.085 -0.5 0.6 -0.3 -0.109
C 5.294 4.320 1.395 0.5 0.4 1.4 -0.010
C 4.325 3.562 2.062 0.1 0.0 -1.6 -0.076
C 6.925 4.789 -0.502 -1.5 -1.6 1.4 -0.566
F 7.971 3.921 -0.393 -0.2 0.8 -0.4 0.131
F 7.234 5.906 0.180 0.1 -0.3 -0.8 0.144
F 6.684 5.028 -1.788 0.8 0.6 -0.3 0.152
C 1.594 2.271 3.087 -0.7 -1.0 0.8 -0.256
C 0.800 1.615 4.079 1.7 0.4 -1.0 -0.007
C -0.078 2.367 4.862 0.2 -0.8 -1.0 0.019
C -0.087 3.726 4.693 1.6 1.0 -1.3 -0.102
C 0.741 4.384 3.716 -1.5 -0.6 1.4 0.018
C 1.495 3.637 2.840 -0.3 0.6 0.0 -0.090
C -1.100 4.593 5.329 -2.0 0.8 0.8 -0.521
F -2.053 4.875 4.361 0.8 0.2 1.0 0.111
F -0.626 5.798 5.804 -0.2 -1.1 -0.8 0.105
F -1.759 4.029 6.361 0.6 0.2 -0.7 0.146
H 3.967 -2.935 4.093 0.1 0.0 0.3 0.122
H 2.854 -1.506 2.310 0.0 -0.3 0.3 0.064
H 4.481 1.937 4.221 0.3 0.9 -0.2 0.088
H 6.338 0.458 5.366 -0.8 0.2 -0.1 0.125
H 3.463 1.649 -0.619 -0.1 -0.3 -0.1 0.091
H 5.114 3.170 -1.782 -0.2 -0.1 0.3 0.121
H 5.779 5.117 1.984 -0.1 -0.4 -0.5 0.130
H 3.922 3.894 3.023 0.6 -0.5 -0.2 0.111
H 0.990 0.524 4.188 -0.7 0.9 0.1 0.128
H -0.818 1.849 5.423 -0.4 -0.1 0.8 0.112
H 0.624 5.459 3.716 0.3 0.1 -0.5 0.120
H 1.972 4.112 1.965 -0.3 -0.3 0.8 0.117
S -0.374 -8.235 1.396 0.5 0.1 1.4 0.708
C -1.080 -8.406 0.035 -1.9 -0.2 -5.1 -0.921
N -1.530 -8.504 -1.104 1.0 0.3 2.8 -0.476
F -3.419 1.344 6.470 -1.1 -1.1 -0.6 -0.581
Te -4.586 -0.036 5.473 0.6 2.4 1.1 1.949
F -5.656 -0.712 4.002 -0.4 -1.0 0.1 -0.558
F -4.889 1.455 4.320 0.4 -0.1 0.9 -0.457
F -6.230 0.575 6.502 1.1 -0.3 -0.9 -0.591
F -2.830 -0.227 4.473 -0.7 -0.1 -0.1 -0.584
O 1.959 0.443 1.063 -0.5 -1.1 -1.1 -0.322

***

# 5
23
Properties=species:S:1:pos:R:3:forces:R:3:lowdin_charge:R:1 method="wB97M-V/def2-TZVPD" charge=-1 e_tot_ha=-351.27819 gap_ev="2.167 / 9.340" s_squared=0.750 e_above_lowest_ev=0.031 multiplicity=2 homo_ev="1.37 / -5.80" lumo_ha="0.130 / 0.130"
C -2.229 3.410 0.014 -0.1 0.1 0.0 -0.111
C 0.393 0.006 -0.254 0.0 0.0 -0.2 -0.163
C -0.637 0.170 -1.172 0.2 -0.1 0.2 -0.191
C 0.554 0.937 0.755 -0.1 0.2 0.3 -0.185
C -1.473 1.269 -1.086 -0.1 0.0 -0.1 -0.119
C -0.290 2.037 0.839 0.1 -0.2 -0.1 -0.114
C -1.310 2.225 -0.088 -0.1 0.0 0.0 -0.306
H 1.067 -0.836 -0.362 0.0 0.0 0.1 0.065
H -0.754 -0.576 -1.950 -0.1 0.1 0.0 0.050
H 1.336 0.819 1.499 0.0 -0.1 -0.1 0.055
H -2.278 1.397 -1.805 0.0 0.0 0.0 0.081
H -0.159 2.766 1.633 0.0 0.0 0.0 0.084
H -2.759 3.596 -0.922 0.1 0.0 0.0 0.061
H -1.683 4.316 0.282 0.0 0.0 0.0 0.064
H -2.984 3.260 0.791 0.0 -0.1 0.0 0.068
C 1.592 -3.689 0.783 0.2 -0.2 -0.2 -0.293
C 2.563 -4.566 -0.013 -0.3 0.2 -0.1 -0.273
H 1.351 -4.153 1.740 0.0 0.0 0.1 0.041
H 2.038 -2.711 0.970 -0.1 0.0 0.1 0.030
H 0.665 -3.530 0.233 0.0 0.1 0.0 0.033
H 2.809 -4.085 -0.963 0.1 0.0 0.0 0.033
H 2.116 -5.533 -0.258 0.1 0.0 0.1 0.045
H 3.485 -4.724 0.547 0.1 -0.1 -0.1 0.045

***

# 6
13
Properties=species:S:1:pos:R:3:forces:R:3:lowdin_charge:R:1 method="wB97M-V/def2-TZVPD" e_tot_ha=-5756.36247 gap_ev=9.975 e_above_lowest_ev=0.455 homo_ev=-9.42 lumo_ha=0.020
C -1.924 -0.560 -0.181 1.4 0.5 1.3 -1.185
C 0.453 0.163 0.653 -2.7 0.1 -1.0 -0.588
C -0.257 0.941 -0.565 -0.3 -1.2 0.1 -0.742
C 1.635 -0.569 0.118 2.6 -0.2 3.9 -0.143
N -1.546 0.394 -0.891 -0.6 -0.4 -1.0 -0.116
S -0.910 -1.020 1.205 0.6 0.4 -0.3 0.871
Br -3.522 -1.460 -0.289 -0.8 -0.3 -0.3 0.766
Br -0.687 2.773 -0.062 0.6 0.2 -0.2 0.707
H 0.506 0.902 1.443 0.9 -0.3 0.2 0.059
H 0.321 0.811 -1.513 0.0 0.9 0.9 0.117
H 1.371 -1.327 -0.524 -0.9 -1.4 -1.8 0.042
H 2.249 -1.181 0.948 -1.3 1.6 -1.5 0.134
H 2.312 0.133 -0.343 0.4 0.1 -0.2 0.077